Entry 1:
28
Properties=species:S:1:pos:R:3:nbo_charge:R:1 method="wB97M-V/def2-TZVPD" s2=6.0201 total_energy_ev=-99549.060 gap_ev="9.17 / 5.85" charge=+2 de_lowest_kcal_mol=17.2 e_homo_ev="-16.33 / -16.96" spin_multiplicity=5
C -2.907 1.094 -1.194 0.163
H 2.218 1.140 -1.262 0.236
C -4.170 1.082 -1.766 -0.224
C -1.847 -2.486 -0.809 0.764
Br -1.879 2.640 -0.809 0.182
H 2.128 0.455 -4.687 0.288
H -4.662 2.012 -2.010 0.280
N -2.272 -0.033 -0.896 -0.518
O 0.125 0.211 -2.501 -0.609
H 1.270 2.575 -1.702 0.265
I -0.363 -0.735 2.885 0.547
C -4.091 -1.336 -1.683 -0.203
H -4.528 -2.312 -1.840 0.282
C 0.779 0.554 1.620 -0.878
H 0.396 0.536 -5.015 0.261
C 1.867 1.751 -2.107 -0.737
O -0.689 -2.100 -0.701 -0.592
C -2.836 -1.192 -1.139 0.219
H 1.833 0.278 1.694 0.261
H 0.591 1.590 1.904 0.253
C -4.755 -0.153 -2.012 -0.085
C 0.995 0.926 -2.992 0.679
Pt -0.098 0.050 -0.225 1.249
C 1.205 0.999 -4.454 -0.730
H 2.714 2.183 -2.630 0.275
H 1.363 2.030 -4.771 0.271
O -2.454 -3.505 -0.756 -0.170
H -5.731 -0.213 -2.479 0.274

Entry 2:
105
Properties=species:S:1:pos:R:3:lowdin_charge:R:1 method="wB97M-V/def2-TZVPD" total_energy_ev=-124069.993 gap_ev=8.58 de_lowest_kcal_mol=67.8 e_homo_ev=-8.40 spin_multiplicity=1
N 2.758 0.650 1.358 0.088
H 5.360 1.118 -2.164 0.150
S 0.448 3.829 2.025 0.726
S 4.132 -7.020 1.895 0.676
O 4.167 -6.983 3.329 -0.297
H 2.031 -6.744 -0.329 0.088
H -0.960 6.506 0.735 0.149
H -5.554 0.523 5.423 0.152
H -2.960 1.269 6.374 0.173
O -3.162 2.667 2.174 -0.271
S -3.251 1.355 2.714 0.613
H -4.249 -4.776 -0.078 0.113
O -2.878 -2.710 1.067 -0.325
H -2.334 -1.621 -1.106 0.173
H -2.287 1.743 -4.184 0.127
H -5.442 1.729 3.433 0.070
H -3.676 -0.544 -1.500 0.079
C -4.607 0.498 4.746 -0.153
H -3.087 -4.032 -2.155 0.156
H -4.651 3.284 -3.663 0.093
H 1.659 6.952 0.835 0.109
O -3.390 2.190 -1.202 -0.285
H 2.342 4.892 2.339 0.038
C 5.457 -0.027 -2.344 -0.221
H -0.044 5.912 -0.643 0.111
O 2.114 -0.473 -3.663 -0.291
H 6.639 -0.209 -4.253 0.142
C -4.192 -3.751 -1.894 -0.259
C -0.617 4.427 0.683 -0.256
H 4.457 1.061 2.509 0.059
H 0.325 -0.950 -0.278 0.092
H 4.433 -0.321 1.526 0.096
H 1.975 -5.145 2.018 0.098
O 0.816 2.446 1.782 -0.327
H 2.182 -8.150 2.110 0.067
O -5.173 -1.748 0.925 -0.356
C 1.793 4.882 1.544 -0.204
C 5.865 -0.738 -3.632 -0.238
H 0.569 0.652 -0.387 -0.057
S -4.001 -2.365 0.222 0.704
C 0.579 -0.023 0.183 0.082
O -1.085 1.982 -2.031 -0.309
C 4.705 -0.842 -4.404 -0.256
C -2.890 4.571 -3.795 -0.096
O -2.888 0.244 1.976 -0.275
H -5.288 0.134 2.907 0.092
C -3.743 3.367 -4.137 -0.254
O -0.152 4.206 3.295 -0.312
H 2.312 4.256 0.791 0.101
C -2.419 1.231 4.260 -0.322
H -1.758 0.258 4.422 0.172
H 4.488 -1.470 -5.038 0.010
C 4.103 -0.460 -1.932 -0.269
H 2.923 1.414 0.626 0.051
H -4.392 -0.459 4.717 0.052
C 1.848 -6.698 0.676 -0.199
H 4.236 -5.513 0.196 0.114
O 5.209 -7.658 1.183 -0.331
H 0.869 -6.637 0.851 0.078
O 3.363 -2.516 -2.922 -0.273
H -4.016 3.161 -5.251 0.170
C -0.168 5.728 0.419 -0.283
H 6.209 -1.794 -3.408 0.148
H 2.592 -8.668 0.592 0.125
H -2.159 4.434 -4.656 0.154
H -3.318 2.434 4.977 0.106
C 1.027 6.175 1.261 -0.189
C -4.116 -2.204 -2.227 -0.245
C -4.585 -3.881 -0.557 -0.266
C 2.369 -5.286 1.064 -0.213
H -3.191 5.349 -4.069 -0.016
C -3.157 2.178 -3.644 -0.356
S 3.289 -1.196 -3.308 0.647
H -4.724 -4.518 -2.378 0.103
H 3.635 -0.233 2.994 0.040
H 6.211 -0.181 -1.622 0.095
H -0.140 0.226 1.063 0.140
H 3.524 3.099 -0.829 -0.176
O 3.373 2.478 -0.265 -0.300
C 3.804 -5.427 1.177 -0.249
C -4.805 0.971 3.311 -0.224
H -1.763 1.956 4.237 0.029
H -2.739 4.629 -1.566 0.098
H 3.792 0.492 -1.766 0.025
H -1.707 4.166 0.970 0.141
H 4.298 -4.739 1.826 0.106
H -3.653 1.115 -3.660 0.169
H 2.121 1.100 1.801 0.018
H 3.964 -0.994 -0.886 0.142
H -3.345 -2.245 -3.043 0.141
H 4.688 0.119 -4.920 0.137
O 2.216 -1.605 0.921 0.094
H -1.083 4.409 -2.302 0.107
C 3.926 0.279 2.241 0.093
C -3.415 1.406 5.268 -0.205
H 0.604 6.662 2.284 0.165
H -0.250 3.713 0.027 0.065
C 1.922 -0.415 0.836 -0.341
C 2.662 -7.809 1.268 -0.210
C -2.172 4.246 -2.396 -0.161
S -2.427 2.528 -2.199 0.603
C -3.514 -1.497 -1.158 -0.284
H -5.085 -1.919 -2.493 0.108
H 2.002 -4.461 0.408 0.139
H -5.723 -3.653 -0.453 0.150

Entry 3:
55
Properties=species:S:1:pos:R:3:nbo_charge:R:1 method="wB97M-V/def2-TZVPD" s2=3.7564 total_energy_ev=-55001.686 gap_ev="4.62 / 4.67" e_homo_ev="-4.25 / -4.31" spin_multiplicity=4
H 0.849 -0.086 -9.648 0.222
H 0.580 2.233 2.066 0.244
C 0.117 -0.278 -7.596 -0.078
H 1.039 1.151 -4.726 0.203
O 0.676 -1.137 -6.554 -0.563
C -1.885 -1.557 0.544 -0.494
C 1.096 1.869 1.176 -0.291
H -1.960 -0.697 2.616 0.166
H 0.191 -1.760 3.698 0.185
H 1.924 -0.328 -2.993 0.194
H 3.556 0.335 -0.538 0.238
H 2.672 0.497 2.015 0.236
H -2.476 0.491 -4.844 0.213
C 1.473 -1.975 -8.688 -0.431
H 0.117 3.076 -0.439 0.248
C 0.913 -0.584 -3.358 -0.061
C -0.765 0.680 -3.511 0.312
H -1.839 1.712 1.464 0.214
H -0.467 -1.271 -9.397 0.211
C -1.790 0.777 0.921 -0.495
C 1.364 -2.238 -7.180 -0.064
H 2.489 -1.622 -8.909 0.209
C 0.289 -0.722 3.364 -0.253
H -2.627 1.283 -1.052 0.207
H 0.182 2.542 -3.019 0.212
H -2.841 0.279 -3.125 0.232
H -1.414 2.274 -2.224 0.238
C 0.376 0.327 -4.449 -0.469
C 2.682 0.889 -0.199 -0.370
H 0.802 -3.160 -6.988 0.172
H 0.783 -1.649 -3.589 0.192
O -0.011 -0.667 1.946 -0.682
H 1.264 -2.876 -9.270 0.221
C -2.096 0.064 -3.903 -0.639
H 2.342 -2.337 -6.700 0.185
C 0.858 2.327 -0.151 -0.373
C -2.291 -0.894 -0.595 -0.275
H -1.332 2.701 -3.960 0.220
H -2.007 -1.026 -4.040 0.220
H -0.970 -0.220 -7.439 0.183
H -0.412 -0.085 3.924 0.183
C -2.233 0.534 -0.371 -0.419
H 0.018 -0.222 -5.303 0.262
H 0.506 0.740 -7.481 0.181
H -2.691 -1.350 -1.503 0.213
C 2.208 0.966 1.153 -0.362
O -0.164 -0.133 -2.429 -0.595
Er 0.347 -0.076 -0.153 1.503
H 2.019 1.988 -2.045 0.230
C 1.845 1.733 -1.005 -0.360
C -1.531 -0.554 1.610 -0.001
C 0.451 -0.852 -8.973 -0.433
H -1.943 -2.624 0.759 0.221
C -0.835 2.146 -3.149 -0.642
H 1.314 -0.360 3.509 0.185

Entry 4:
9
Properties=species:S:1:pos:R:3:nbo_charge:R:1 method="wB97M-V/def2-TZVPD" total_energy_ev=-26865.762 gap_ev=8.70 de_lowest_kcal_mol=31.9 e_homo_ev=-8.29 spin_multiplicity=1
C 0.968 -0.273 0.356 0.567
H 0.900 -2.133 -0.417 0.509
S -1.356 -0.678 0.464 -0.343
H 0.490 1.337 -0.729 0.522
O 1.234 -1.282 -0.535 -0.716
H 1.215 -0.420 1.344 0.164
S -1.807 0.963 -0.701 -0.189
O 1.042 0.949 0.004 -0.667
H -2.687 1.536 0.214 0.153